Record 1
A single O5S2 molecule, computed with ωB97M-V with the def2-TZVPD basis set.

Properties
Net charge: 0
HOMO-LUMO gap: 10.245 eV
ΔE to the lowest compared entry with this formula, charge and spin: 197.6 kJ/mol
LUMO level: -1.96 eV
HOMO level: -12.201 eV

Element x y z (Å)
O 1.154 -0.703 0.316
O 1.389 1.918 0.856
O -0.555 -0.768 -1.594
O -0.910 0.855 0.134
O -1.493 -1.583 0.570
S 1.058 0.888 -0.096
S -0.643 -0.607 -0.185

=====

Record 2
A molecular structure, C21H52CrN5O9, computed with ωB97M-V with the def2-TZVPD basis set.

Properties
Net charge: +1
Expectation value of S²: 6.009
HOMO-LUMO gap (spin up / spin down): 7.257 / 6.995 eV
Spin multiplicity: 5
LUMO level (spin up / spin down): -2.26 / -2.52 eV
HOMO level (spin up / spin down): -9.517 / -9.517 eV

Element x y z (Å)
Cr -3.037 0.046 -2.463
C 0.504 -0.674 -0.708
C -0.839 -0.400 -1.364
O -1.405 0.693 -1.092
O -1.486 -1.283 -2.018
H 1.260 0.083 -0.893
H 0.927 -1.579 -1.151
H 0.332 -0.852 0.351
C -4.388 -2.684 -1.443
O -4.193 -1.585 -1.986
N -3.464 -3.363 -0.735
N -5.535 -3.365 -1.702
H -3.451 -4.359 -0.820
H -2.662 -2.812 -0.464
H -5.978 -3.046 -2.551
H -5.777 -4.266 -1.339
C -3.485 -0.407 1.526
O -3.937 0.089 0.294
C -4.838 1.157 0.351
C -5.639 1.155 -0.972
N -4.795 1.315 -2.193
C -4.214 2.676 -2.109
C -3.473 2.942 -3.439
O -2.477 1.942 -3.458
C -1.314 2.239 -4.218
H -3.985 0.100 2.359
H -2.417 -0.198 1.656
H -3.667 -1.477 1.662
H -4.361 2.119 0.547
H -5.635 1.027 1.090
H -6.435 1.901 -0.891
H -6.181 0.212 -1.067
H -5.490 1.303 -2.938
H -3.500 2.718 -1.294
H -5.010 3.411 -1.976
H -3.192 3.995 -3.462
H -4.160 2.737 -4.268
H -1.486 2.260 -5.297
H -0.541 1.482 -4.090
H -0.865 3.194 -3.939
C 8.907 -6.478 4.242
O 9.045 -5.169 3.675
C 8.111 -4.235 4.194
C 6.626 -4.502 4.068
N 6.107 -4.457 2.714
C 4.678 -4.308 2.504
C 4.280 -4.362 1.035
O 2.881 -4.393 0.961
C 2.363 -4.668 -0.318
H 9.290 -6.389 5.261
H 9.435 -7.128 3.551
H 7.862 -6.798 4.265
H 8.327 -3.302 3.670
H 8.407 -4.040 5.230
H 6.151 -3.754 4.726
H 6.200 -5.421 4.494
H 6.783 -4.107 2.056
H 4.423 -3.292 2.833
H 4.214 -5.065 3.136
H 4.747 -5.190 0.488
H 4.683 -3.466 0.542
H 1.300 -4.891 -0.299
H 2.928 -5.417 -0.881
H 2.510 -3.727 -0.873
C 2.185 3.060 2.452
O 1.972 3.687 1.212
C 1.243 2.851 0.361
C 1.125 3.463 -1.037
N 0.280 4.667 -1.038
C -1.135 4.435 -0.820
C -1.891 5.724 -1.141
O -3.270 5.528 -0.989
C -4.056 6.648 -1.333
H 1.245 3.022 3.020
H 2.821 3.661 3.103
H 2.622 2.059 2.425
H 0.235 2.669 0.754
H 1.726 1.881 0.176
H 0.671 2.733 -1.711
H 2.145 3.646 -1.380
H 0.806 5.355 -0.520
H -1.264 4.256 0.258
H -1.490 3.534 -1.317
H -1.675 5.918 -2.203
H -1.540 6.528 -0.488
H -5.103 6.429 -1.150
H -3.960 6.761 -2.428
H -3.666 7.603 -0.971

=====

Record 3
A molecular structure, C27H44BrNOP2Sn, computed with ωB97M-V with the def2-TZVPD basis set.

Properties
Net charge: +4
HOMO-LUMO gap (spin up / spin down): 5.795 / 5.226 eV
LUMO level (spin up / spin down): -13.60 / -13.98 eV
HOMO level (spin up / spin down): -19.392 / -19.208 eV

Element x y z (Å)
C -4.044 1.060 -8.816
C -4.313 1.781 -7.627
C -5.298 2.797 -7.702
C -5.939 3.031 -8.922
N -5.684 2.347 -10.052
C -4.750 1.383 -9.979
C -3.627 1.498 -6.414
C -3.034 1.253 -5.365
C -2.348 0.969 -4.152
C -2.136 -0.368 -3.730
C -1.461 -0.639 -2.535
C -0.968 0.400 -1.711
C -1.182 1.731 -2.140
C -1.857 2.016 -3.331
Sn 0.000 0.000 0.000
P -1.978 -0.745 0.987
H -5.547 3.387 -6.815
H -3.294 0.264 -8.819
H -6.704 3.816 -8.994
H -4.551 0.831 -10.909
H -2.015 3.054 -3.643
H -2.508 -1.187 -4.354
H -0.816 2.564 -1.528
H -1.314 -1.684 -2.238
C -1.680 -0.806 2.822
C -2.869 -0.967 3.777
H -1.148 0.138 3.039
H -0.926 -1.604 2.949
H -2.502 -1.234 4.784
H -3.440 -0.027 3.874
H -3.564 -1.758 3.455
C -3.485 0.308 0.709
C -4.745 -0.339 0.119
H -3.137 1.126 0.053
H -3.694 0.790 1.682
H -5.509 0.437 -0.064
H -4.530 -0.823 -0.849
H -5.188 -1.094 0.787
C -2.409 -2.458 0.407
C -3.258 -3.357 1.315
H -1.424 -2.926 0.232
H -2.882 -2.321 -0.584
H -3.457 -4.316 0.804
H -2.722 -3.590 2.250
H -4.230 -2.908 1.576
Br 1.227 -0.507 2.170
P -2.596 5.454 1.577
C -3.499 3.878 2.075
C -4.113 3.926 3.481
H -2.816 3.012 1.966
H -4.305 3.740 1.330
H -4.906 3.164 3.593
H -3.359 3.741 4.266
H -4.560 4.916 3.681
C -0.809 4.877 1.651
C 0.209 6.002 1.881
H -0.614 4.390 0.677
H -0.707 4.093 2.428
H 1.139 5.606 2.328
H 0.472 6.503 0.933
H -0.185 6.770 2.569
C -2.815 5.334 -0.285
C -3.923 6.249 -0.825
H -2.999 4.280 -0.572
H -1.842 5.620 -0.728
H -3.779 6.451 -1.902
H -4.921 5.792 -0.707
H -3.933 7.216 -0.293
C 2.804 -2.773 -0.124
C 1.308 -2.558 -0.396
O 1.042 -1.344 -1.080
H 3.369 -2.778 -1.080
H 2.959 -3.746 0.386
H 3.201 -1.963 0.522
H 0.948 -3.395 -1.031
H 0.767 -2.638 0.565
H 1.891 -0.882 -1.304

=====

Look up the net charge of the second one. +1